Computed, not measured: a 8-piece molecular cluster, C47H102N11O8 overall, with ωB97M-V with the def2-TZVPD basis set.

As for the energy above the lowest of the compared OMol25 structures with the same formula, charge and spin: 458.0 kJ/mol. The max |F| is 4.5 eV/A. The calculation puts the LUMO energy at -2.12 eV. As for the charge: +1. The gap between HOMO and LUMO comes out at 8.30 eV.

Structure (XYZ):
```
168
Properties=species:S:1:pos:R:3:forces:R:3
O 3.422 0.357 -4.018 0.1 -0.3 -0.1
O -6.624 -5.192 0.154 -1.3 0.7 0.2
O -6.827 -5.028 -9.575 0.0 0.0 0.3
O 2.895 3.154 3.238 0.1 0.1 0.1
O -5.960 5.480 4.289 -0.2 0.4 0.0
O -6.705 3.125 7.750 0.0 -0.1 0.2
O -1.104 -2.697 -5.164 0.0 0.1 0.2
O 10.304 -5.424 -0.585 0.2 0.0 -0.2
N 0.914 -3.179 -4.197 -0.6 -0.4 -0.4
N -3.840 1.519 0.583 -0.9 0.2 2.1
N -4.389 -0.245 1.958 1.6 1.8 -3.5
N 4.914 -0.710 -5.399 -0.1 0.7 0.3
N 11.189 -5.025 -2.657 -0.5 -0.3 0.2
N -5.983 2.617 9.861 0.3 0.0 -0.8
N 4.944 2.665 4.131 -0.5 -0.4 -0.4
N -7.801 5.882 5.592 0.7 -0.4 -0.2
N -4.696 2.090 2.788 0.0 -0.3 0.3
N -6.325 -4.292 -7.467 0.1 0.3 -0.5
N -3.535 0.396 -0.104 -0.6 -2.9 1.1
C 3.808 2.840 -1.293 0.5 0.2 0.1
C -6.954 -3.779 0.001 -0.5 -0.9 -1.1
C 6.142 -0.636 -6.166 -0.2 -0.2 0.0
C -6.947 -3.480 -1.578 0.2 1.3 -0.1
C 6.500 0.439 0.303 -0.1 0.5 -0.5
C -3.439 -1.745 -2.573 -0.1 -0.1 0.0
C 3.799 2.370 3.463 0.4 0.1 0.2
C -4.714 -2.685 -2.765 0.3 0.4 0.3
C -0.206 -3.478 -4.908 0.5 0.0 0.2
C 12.257 -4.196 -2.131 -0.1 -0.1 0.3
C -4.346 1.203 1.867 0.9 -2.8 -2.5
C 1.086 -1.831 -3.686 -0.3 0.0 -0.1
C -7.745 -6.005 -0.290 0.2 -0.9 0.2
C 8.753 -2.638 1.838 0.3 0.3 0.0
C 11.110 -5.245 -4.087 0.2 0.1 0.2
C 5.138 4.013 4.632 -0.3 0.1 -0.1
C -6.295 -4.233 -8.828 0.0 -0.1 0.2
C -7.197 3.116 10.482 -0.1 0.1 -0.3
C -8.626 5.478 6.715 0.0 0.0 0.0
C -3.853 -0.711 0.711 -0.8 4.0 1.8
C 5.978 1.675 4.360 0.0 0.3 0.1
C 2.396 2.747 -0.533 0.8 0.2 -0.1
C -0.563 3.298 2.169 0.5 0.1 0.4
C -8.172 7.064 4.836 0.3 0.0 -0.2
C 10.292 -5.571 -1.792 0.3 0.1 -0.2
C 5.013 2.509 -0.275 -0.1 -0.2 -0.9
C 6.106 1.499 -0.861 0.5 0.1 0.9
C -1.926 3.411 2.973 -0.2 -0.5 0.5
C 1.943 -4.162 -3.931 -0.1 0.2 0.1
C 8.025 -0.043 0.179 -0.6 -0.3 -0.6
C 4.444 0.350 -4.683 0.2 -0.3 -0.2
C -6.695 5.190 5.225 -0.6 0.1 0.5
C -3.144 4.087 2.215 -0.2 0.7 -0.1
C -4.591 3.568 2.659 0.4 1.0 0.3
C -2.941 0.533 -1.458 0.6 0.0 -1.6
C 9.016 -2.537 0.269 -0.8 -1.0 -0.1
C -5.665 -3.304 -6.640 -0.2 -0.3 0.0
C -3.745 -0.173 -2.634 1.0 -0.4 -0.4
C -7.041 -5.380 -6.828 -0.1 -0.1 -0.3
C 1.291 3.740 -1.104 0.1 -0.6 -0.4
C -0.348 4.279 0.941 1.3 -0.4 -0.7
C -0.165 3.478 -0.458 0.6 0.2 -0.3
C -6.007 -2.232 -1.938 -0.2 0.1 -0.6
C -4.938 2.069 10.703 -0.2 0.1 0.1
C 4.163 -1.951 -5.395 -0.1 0.4 0.1
C -5.863 2.677 8.512 0.1 -0.1 0.7
C 8.071 -1.504 -0.495 1.1 0.3 0.0
H 7.032 -1.951 -0.620 1.3 0.6 0.4
H -1.899 0.071 -1.412 -1.3 0.7 -0.1
H 4.011 3.883 -1.716 -0.6 -1.3 0.6
H -6.976 -5.293 -5.743 0.1 0.1 -0.1
H -2.206 2.353 3.322 0.3 1.4 -0.5
H -6.535 -4.376 -2.153 -0.8 1.1 1.0
H 5.752 -0.420 0.174 1.2 0.9 0.4
H 8.590 -0.011 1.166 -0.9 -0.2 -1.2
H 2.884 -3.812 -4.358 -0.1 -0.3 0.1
H 10.262 -5.884 -4.337 0.1 0.0 0.1
H -7.320 4.172 10.230 -0.1 -0.1 0.1
H -6.410 -2.818 -6.004 0.1 0.1 0.1
H -8.230 4.577 7.190 0.0 0.2 -0.2
H 1.080 -1.130 -4.522 0.1 0.1 0.2
H -5.169 -2.550 -7.252 -0.1 -0.1 0.0
H 0.251 -1.590 -3.021 0.1 0.1 0.0
H -7.621 -7.053 0.151 0.0 1.5 -0.6
H -9.639 5.280 6.358 0.0 0.0 0.2
H -8.340 6.785 3.793 0.0 0.2 0.0
H -5.015 1.713 3.691 0.3 0.2 -0.9
H 12.031 -5.725 -4.426 -0.1 0.0 -0.2
H 9.524 -6.181 -2.294 0.0 0.0 -0.1
H -3.272 0.203 -3.608 -0.7 -0.3 1.4
H 4.660 -2.703 -6.009 0.0 0.1 0.0
H -9.077 7.510 5.247 0.1 -0.1 0.0
H -5.780 -1.672 -0.977 0.0 -0.6 -1.1
H 5.775 0.946 -1.800 0.2 0.7 1.2
H 7.043 2.083 -1.163 -1.2 -0.8 0.4
H -3.664 2.399 0.095 -0.2 -0.2 0.7
H -7.355 7.788 4.876 -0.1 0.1 -0.1
H 4.331 4.258 5.325 0.1 0.1 0.0
H -5.000 -2.667 -3.873 0.4 -0.4 1.6
H 5.698 0.712 3.931 0.0 0.1 0.0
H 1.636 4.805 -0.922 -0.5 -1.2 -0.1
H 4.079 -2.312 -4.368 0.0 0.0 -0.1
H 1.687 -5.127 -4.372 -0.1 0.1 0.0
H 2.084 1.646 -0.604 0.1 1.6 0.2
H 2.024 -1.744 -3.141 -0.1 0.0 -0.1
H -3.698 -1.787 0.431 -0.2 1.5 0.3
H 12.891 -3.832 -2.940 -0.1 -0.1 0.0
H -8.648 6.288 7.449 -0.1 -0.1 0.0
H 2.621 2.993 0.561 -0.6 -0.4 -1.3
H 1.284 3.601 -2.241 -0.2 0.2 1.5
H -4.090 1.734 10.104 -0.1 0.1 0.0
H 3.160 -1.762 -5.785 0.0 -0.2 0.0
H -5.726 -3.370 -9.211 0.0 0.1 0.1
H 9.234 -1.735 2.351 -0.7 -1.4 -0.5
H 9.197 -3.599 2.261 -0.4 1.4 -0.6
H -7.995 -3.206 -1.944 1.4 -0.7 0.5
H -1.100 5.112 0.815 0.6 -1.1 0.3
H -2.979 -1.988 -1.558 -0.6 0.3 -1.2
H -0.980 3.752 -1.208 1.0 -0.2 0.9
H -2.610 -1.961 -3.345 -1.4 0.1 1.1
H -7.730 -6.115 -1.424 -0.3 0.3 1.4
H -2.809 1.633 -1.750 -0.3 -1.4 1.0
H 8.776 -3.571 -0.159 0.5 1.4 0.5
H 12.855 -4.783 -1.431 0.0 0.2 0.0
H 10.127 -2.363 0.065 -1.5 0.0 0.3
H -7.147 3.002 11.564 0.1 0.0 -0.1
H -4.907 2.273 8.145 0.0 0.0 0.1
H -6.568 -1.491 -2.607 0.6 -1.0 1.0
H 6.842 -1.387 -5.793 0.1 0.1 -0.1
H 6.267 0.896 1.328 0.5 -0.5 -1.4
H 3.753 1.322 3.126 0.1 0.0 0.0
H 6.097 4.095 5.143 -0.1 -0.1 -0.1
H 3.869 2.126 -2.188 -0.3 0.9 1.3
H -0.236 -4.527 -5.246 0.1 0.0 0.0
H -0.398 2.225 1.813 -0.4 1.4 0.4
H -4.805 4.041 3.692 0.1 -1.0 -1.9
H -8.744 -5.607 0.094 1.3 -0.3 -0.6
H -4.601 2.840 11.400 0.1 -0.1 0.0
H -8.088 -5.351 -7.137 0.0 -0.1 0.1
H -7.992 -3.628 0.437 1.1 0.1 -0.5
H -4.920 -3.804 -6.015 0.1 0.2 0.1
H 5.106 4.714 3.795 0.0 0.1 0.1
H 4.562 2.034 0.662 0.7 0.8 -1.2
H -0.222 2.348 -0.311 -0.1 1.4 0.0
H -5.338 1.220 11.263 0.2 0.0 0.1
H 5.091 1.238 -4.756 0.1 0.0 0.0
H 11.823 -3.349 -1.595 0.2 0.0 0.0
H 5.569 3.476 -0.022 -1.0 -1.3 0.0
H 0.286 3.492 2.913 -1.2 -0.4 -1.1
H 6.128 1.556 5.436 0.1 -0.1 -0.1
H -8.053 2.562 10.093 0.0 0.1 0.1
H -4.842 0.096 -2.698 1.2 -0.3 0.5
H 7.649 -2.656 2.122 1.3 0.1 -0.6
H -3.034 4.084 1.071 0.0 -0.2 1.6
H 8.567 0.689 -0.512 -0.7 -1.0 1.0
H -6.504 4.314 5.862 -0.1 0.1 0.0
H 2.052 -4.280 -2.850 0.2 -0.1 -0.1
H -3.126 5.199 2.492 -0.2 -1.5 -0.6
H -4.408 -3.728 -2.410 -0.5 1.3 -0.8
H 6.908 2.016 3.897 0.1 -0.2 0.1
H 6.597 0.351 -6.077 -0.1 -0.1 0.0
H -1.739 3.988 3.944 -0.4 -0.7 -1.4
H -6.609 -6.331 -7.147 -0.1 0.0 0.1
H -5.409 3.930 1.943 1.2 -0.4 1.0
H -6.241 -3.119 0.584 -0.5 -1.1 -0.7
H 10.993 -4.282 -4.591 0.0 -0.1 -0.2
H 5.919 -0.834 -7.217 0.2 0.0 0.0
H 8.492 -1.367 -1.546 -0.6 -0.3 1.2
H 0.662 4.798 1.099 -1.5 -0.6 -0.1
```
Positions in Å, forces in eV/Å.

Computed, not measured: a 2-piece molecular cluster, C3HF3 overall, with ωB97M-V with the def2-TZVPD basis set.

As for the expectation value of S²: 2.00. As for the energy above the lowest of the compared OMol25 structures with the same formula, charge and spin: 276.1 kJ/mol. The spin multiplicity is 3. The max |F| is 1.5 eV/A. The calculation puts the LUMO energy (spin up / spin down) at 0.57 / -0.57 eV. The gap between HOMO and LUMO (spin up / spin down) comes out at 8.83 / 11.05 eV.

Structure (XYZ):
```
7
Properties=species:S:1:pos:R:3:forces:R:3
F 1.570 0.191 -1.536 -0.3 0.1 0.0
F 0.590 -2.050 0.999 -0.2 0.0 0.0
F -0.230 1.362 1.256 0.2 0.3 0.3
C 0.747 -0.068 -0.557 -0.1 -0.8 1.0
C 0.379 -0.917 0.393 0.5 1.1 -0.8
C -0.317 0.376 0.347 0.2 -0.8 -0.5
H -2.740 1.104 -0.902 -0.2 0.1 -0.1
```
Positions in Å, forces in eV/Å.

Computed, not measured: C4H4Cl2CoN2NdO4 as an isolated structure, with ωB97M-V with the def2-TZVPD basis set.

As for the expectation value of S²: 15.81. As for the energy above the lowest of the compared OMol25 structures with the same formula, charge and spin: 60.5 kJ/mol. The spin multiplicity is 8. The max |F| is 11.9 eV/A. The calculation puts the LUMO energy (spin up / spin down) at -15.41 / -19.90 eV. As for the charge: +4. The gap between HOMO and LUMO (spin up / spin down) comes out at 8.99 / 4.52 eV.

Structure (XYZ):
```
18
Properties=species:S:1:pos:R:3:forces:R:3
Nd 0.145 0.183 -0.471 0.1 0.2 -1.3
Co -0.873 3.736 -0.848 1.9 -5.9 2.4
Cl -2.195 -0.209 -1.281 1.0 0.4 0.3
Cl 1.064 2.663 0.167 -1.5 0.2 -0.7
O -3.007 5.714 -1.327 4.2 -5.4 1.1
O 1.080 -1.770 0.065 0.3 -2.0 0.5
O -1.744 -0.547 2.558 3.3 2.0 -3.9
O 0.189 6.301 -1.694 -0.7 -6.1 2.0
N 0.517 -3.913 -0.404 0.4 0.3 1.7
N 2.139 -3.404 1.221 -1.3 -1.8 -0.4
C -0.012 5.206 -1.345 3.9 10.6 -3.6
C 1.252 -3.017 0.287 -0.2 3.5 -1.2
C -2.281 4.814 -1.143 -8.5 7.6 -1.5
C -1.060 -0.145 1.714 -4.0 -2.2 4.9
H 2.212 -4.404 1.368 0.8 -0.6 0.4
H 2.369 -2.806 2.000 0.7 0.7 0.4
H -0.352 -3.543 -0.796 -0.1 -0.4 -0.6
H 0.555 -4.859 -0.072 -0.2 -1.4 -0.5
```
Positions in Å, forces in eV/Å.